Model one:
DFT (ωB97M-V/def2-TZVPD) results for C4H6N2O as an isolated structure.

Results
- LUMO level: 0.35 eV
- Gap between HOMO and LUMO: 8.88 eV
- Charge: 0
- HOMO energy: -0.314 Eh

Geometry (Å):
C: 0.73 1.75 1.00
O: -0.43 1.10 0.76
C: -0.32 0.11 -0.18
C: 0.68 -0.29 -1.01
N: 0.26 -1.39 -1.73
C: -0.96 -1.63 -1.33
N: -1.37 -0.74 -0.37
H: 1.66 0.90 1.48
H: 1.41 0.72 2.28
H: 0.52 2.47 1.80
H: 1.66 0.15 -1.13
H: -1.60 -2.42 -1.69
H: -2.25 -0.72 0.13

---

Model two:
DFT (ωB97M-V/def2-TZVPD) results for a single C4H6N2O molecule.

Results
- LUMO level: 0.87 eV
- Structure (SMILES): [H]/N=C1\C=CN[C@@H]1O
- Gap between HOMO and LUMO: 9.25 eV
- Charge: 0
- HOMO energy: -0.308 Eh

Geometry (Å):
H: -2.20 1.60 -0.61
N: -1.92 0.65 -0.41
C: -0.67 0.52 -0.19
C: 0.57 1.29 -0.19
C: 1.58 0.42 0.09
N: 1.15 -0.82 0.45
C: -0.29 -0.83 0.40
O: -0.82 -1.93 -0.28
H: 0.67 2.35 -0.41
H: 2.65 0.63 0.08
H: 1.71 -1.66 0.32
H: -0.71 -0.72 1.40
H: -1.66 -1.59 -0.62

---

model two (0.1372 hartree below the next structure)

---

Model one:
DFT (ωB97M-V/def2-TZVPD) results for a single C4H6N2O molecule.

Results
- LUMO level: 0.70 eV
- Structure (SMILES): Cc1ncc(O)[nH]1
- Gap between HOMO and LUMO: 8.73 eV
- Charge: 0
- HOMO energy: -0.295 Eh

Geometry (Å):
C: -0.91 1.39 -1.42
C: -0.13 0.42 -0.60
N: 1.09 0.01 -0.84
C: 1.42 -0.85 0.18
C: 0.38 -0.94 1.06
O: 0.16 -1.59 2.23
N: -0.61 -0.14 0.55
H: -0.22 1.87 -2.13
H: -1.36 2.17 -0.79
H: -1.71 0.91 -1.99
H: 2.39 -1.34 0.23
H: 1.02 -1.89 2.56
H: -1.52 -0.02 0.97

---

Model two:
DFT (ωB97M-V/def2-TZVPD) results for a single C4H6N2O molecule.

Results
- LUMO level: 1.09 eV
- Structure (SMILES): COc1cc[nH]n1
- Gap between HOMO and LUMO: 10.08 eV
- Charge: 0
- HOMO energy: -0.330 Eh

Geometry (Å):
C: 0.32 -2.17 0.65
O: 0.53 -1.35 -0.50
C: 0.07 -0.11 -0.35
C: 0.19 0.94 -1.31
C: -0.31 2.03 -0.67
N: -0.78 1.61 0.56
N: -0.51 0.28 0.74
H: 0.77 -3.13 0.41
H: 0.78 -1.74 1.54
H: -0.75 -2.28 0.84
H: 0.59 0.87 -2.31
H: -0.44 3.05 -1.03
H: -0.47 2.01 1.43

---

Model three:
DFT (ωB97M-V/def2-TZVPD) results for a single C4H6N2O molecule.

Results
- LUMO level: 0.85 eV
- Structure (SMILES): O[C@@H]1[C@H]2N=CN[C@@H]12
- Gap between HOMO and LUMO: 9.37 eV
- Charge: 0
- HOMO energy: -0.313 Eh

Geometry (Å):
O: -2.32 0.10 -0.23
C: -0.93 0.04 -0.46
C: -0.20 -0.80 0.50
N: 1.00 -1.28 0.02
C: 1.72 -0.23 -0.26
N: 1.22 1.00 0.05
C: -0.08 0.74 0.58
H: -2.57 -0.89 0.14
H: -0.56 -0.04 -1.51
H: -0.90 -1.38 1.10
H: 2.72 -0.34 -0.77
H: 1.22 1.74 -0.64
H: -0.32 1.34 1.47

---

model one (0.0460 hartree below the next structure)

---

Model one:
DFT (ωB97M-V/def2-TZVPD) results for a 4-piece molecular cluster, C8H24O4 overall.

Results
- LUMO level: 0.65 eV
- Structure (SMILES): CCO.CCO.CCO.CCO
- Gap between HOMO and LUMO: 10.88 eV
- Charge: 0
- HOMO energy: -0.376 Eh

Geometry (Å):
C: 1.31 -0.14 7.01
C: 2.06 -0.25 5.65
O: 1.60 0.68 4.62
H: 1.77 -0.67 7.84
H: 0.32 -0.58 6.90
H: 1.14 0.87 7.38
H: 2.04 -1.26 5.24
H: 3.04 -0.08 6.09
H: 2.08 1.50 4.78
C: -3.28 1.22 0.72
C: -1.87 1.68 0.49
O: -0.93 0.65 0.60
H: -3.90 1.94 1.25
H: -3.25 0.29 1.29
H: -3.78 0.94 -0.21
H: -1.52 2.40 1.23
H: -1.87 2.14 -0.50
H: -0.91 0.53 1.55
C: -1.00 0.74 -4.82
C: -1.66 2.08 -4.65
O: -2.24 2.54 -5.84
H: -0.45 0.72 -5.76
H: -1.76 -0.03 -4.87
H: -0.40 0.49 -3.95
H: -1.08 2.85 -4.14
H: -2.52 1.99 -3.98
H: -1.61 2.74 -6.53
C: 1.24 -3.49 -1.82
C: 2.55 -2.65 -1.63
O: 3.01 -2.49 -2.94
H: 0.53 -3.67 -1.01
H: 1.50 -4.31 -2.49
H: 0.69 -2.83 -2.49
H: 3.24 -3.05 -0.88
H: 2.25 -1.71 -1.16
H: 3.67 -1.78 -2.96

---

Model two:
DFT (ωB97M-V/def2-TZVPD) results for a 4-piece molecular cluster, C8H24O4 overall.

Results
- LUMO level: 0.37 eV
- Structure (SMILES): CCO.CCO.CCO.CCO
- Gap between HOMO and LUMO: 10.35 eV
- Charge: 0
- HOMO energy: -0.367 Eh

Geometry (Å):
C: 4.13 -2.45 3.08
C: 5.08 -1.33 2.73
O: 4.67 -1.03 1.40
H: 4.36 -2.94 4.03
H: 4.32 -3.26 2.38
H: 3.07 -2.23 3.02
H: 6.15 -1.56 2.77
H: 5.02 -0.46 3.39
H: 3.83 -0.55 1.38
C: -0.03 3.69 -2.70
C: -0.78 3.04 -1.43
O: 0.06 2.28 -0.69
H: 0.54 2.84 -3.08
H: 0.71 4.48 -2.58
H: -0.73 4.10 -3.43
H: -1.54 2.34 -1.77
H: -1.29 3.79 -0.83
H: -0.42 2.05 0.11
C: -4.47 0.54 4.60
C: -3.45 1.47 5.16
O: -2.12 0.94 4.89
H: -4.85 -0.21 5.30
H: -4.02 -0.01 3.78
H: -5.38 1.10 4.37
H: -3.73 1.72 6.18
H: -3.59 2.37 4.56
H: -1.38 1.22 5.43
C: -0.97 -1.83 -6.24
C: -0.18 -3.06 -5.86
O: -0.23 -3.23 -4.49
H: -0.27 -1.00 -6.39
H: -1.55 -1.52 -5.37
H: -1.48 -2.05 -7.17
H: 0.86 -2.85 -6.08
H: -0.43 -3.99 -6.37
H: 0.11 -2.43 -4.09

---

model one (0.0115 hartree below the next structure)